Record 1
Entry from the Open Molecules 2025 dataset: a molecular structure, C30H52Cl2IrN3P in a non-equilibrium geometry (ωB97M-V with the def2-TZVPD basis set).

ORCA input file:
```
! RIJCOSX wB97M-V def2-TZVPD def2/J DEFGRID3
* xyz -1 5
P 0.185 -1.493 -1.045
C -1.468 -2.346 -1.485
C -1.474 -3.680 -2.246
C -2.904 -4.055 -2.640
C -3.877 -4.050 -1.453
C -3.770 -2.792 -0.581
C -2.320 -2.459 -0.218
C 1.014 -2.725 0.153
C 0.859 -4.221 -0.125
C 1.730 -5.038 0.834
C 1.473 -4.690 2.306
C 1.461 -3.181 2.585
C 0.587 -2.410 1.591
C 1.149 -1.989 -2.582
C 0.523 -1.337 -3.830
C 1.296 -1.658 -5.118
C 2.801 -1.388 -5.008
C 3.421 -2.021 -3.759
C 2.657 -1.705 -2.462
H -1.899 -1.564 -2.142
H -1.064 -4.470 -1.607
H -0.845 -3.644 -3.146
H -2.892 -5.043 -3.116
H -3.251 -3.332 -3.390
H -4.900 -4.134 -1.833
H -3.692 -4.935 -0.830
H -4.189 -1.934 -1.124
H -4.347 -2.915 0.343
H -2.277 -1.523 0.358
H -1.911 -3.261 0.414
H 2.077 -2.447 0.032
H 2.784 -4.847 0.593
H 1.118 -4.480 -1.163
H -0.192 -4.502 0.034
H 1.539 -6.104 0.659
H 2.241 -5.166 2.925
H 0.508 -5.115 2.610
H 1.102 -2.984 3.602
H 2.487 -2.793 2.518
H 0.672 -1.328 1.765
H -0.469 -2.683 1.729
H 1.008 -3.083 -2.614
H -0.521 -1.660 -3.957
H 0.487 -0.245 -3.697
H 1.140 -2.715 -5.373
H 0.872 -1.069 -5.940
H 2.968 -0.305 -4.980
H 3.308 -1.770 -5.902
H 4.459 -1.685 -3.648
H 3.455 -3.110 -3.890
H 3.099 -2.308 -1.656
H 2.822 -0.652 -2.186
Ir -0.259 2.576 0.642
Cl 1.363 0.924 0.894
Cl -1.830 1.374 -0.519
C -0.454 2.914 2.529
H -0.095 3.909 2.876
C -1.043 2.076 3.539
C -0.989 2.445 4.926
C -1.524 1.581 5.862
C -2.139 0.371 5.474
C -2.223 0.040 4.110
C -1.699 0.889 3.145
H -0.525 3.396 5.202
H -1.468 1.834 6.923
H -2.707 -0.885 3.799
H -1.788 0.685 2.070
H -2.553 -0.305 6.233
C 2.960 5.787 1.119
N 1.622 6.294 0.813
C 1.490 7.731 0.784
C 0.643 5.409 0.567
N 0.972 4.107 0.536
N -0.648 5.722 0.343
C -1.283 7.021 0.466
C -1.506 4.645 -0.127
H 3.575 6.659 1.329
H 3.393 5.252 0.267
H 2.955 5.143 2.002
H 0.958 8.089 -0.100
H 1.028 8.124 1.697
H 2.503 8.144 0.746
H 1.953 3.894 0.706
H -1.378 7.516 -0.512
H -2.293 6.891 0.884
H -0.735 7.674 1.149
H -1.208 4.284 -1.117
H -1.586 3.803 0.609
H -2.523 5.030 -0.172
*
```

Output
- E_tot (hartree) = -2704.57580
- ⟨S²⟩ = 6.04
- HOMO energy (spin up / spin down) (eV) = -1.6 / -3.7

Here are the Mulliken charges for atoms 1 to 2, given in e: P 0.950; C 0.108

Record 2
Entry from the Open Molecules 2025 dataset: 6 unconnected molecules or ions with the total composition C22H39Cl2N5 in a non-equilibrium geometry (ωB97M-V with the def2-TZVPD basis set).

ORCA input file:
```
! RIJCOSX wB97M-V def2-TZVPD def2/J DEFGRID3
* xyz 0 1
C -0.665 -2.564 -2.483
C 0.508 -1.667 -2.938
C 0.331 -0.987 -4.292
C -0.615 0.125 -4.172
N -1.355 0.977 -4.369
H -1.552 -1.940 -2.219
H -0.324 -3.146 -1.616
H -1.092 -3.184 -3.361
H 1.352 -2.402 -3.035
H 0.745 -0.965 -2.141
H -0.138 -1.566 -5.036
H 1.352 -0.705 -4.670
C -2.777 3.357 -1.153
C -2.484 2.087 -0.381
C -2.981 0.832 -1.173
C -2.895 -0.328 -0.264
N -2.655 -1.255 0.413
H -2.324 4.223 -0.600
H -3.830 3.521 -1.250
H -2.460 3.336 -2.163
H -2.980 2.238 0.565
H -1.417 1.970 -0.103
H -2.396 0.640 -2.079
H -4.005 1.080 -1.481
C 3.236 -0.568 3.231
C 3.782 -0.390 1.813
C 2.880 0.295 0.808
C 2.793 1.761 0.716
N 2.914 2.912 0.621
H 4.108 -0.893 3.799
H 2.410 -1.187 3.442
H 2.964 0.431 3.657
H 4.024 -1.336 1.339
H 4.750 0.068 1.989
H 1.824 -0.136 0.792
H 3.195 0.016 -0.244
C -0.953 -5.651 2.049
C -0.596 -4.356 1.199
C -0.402 -3.009 1.895
C -1.204 -2.923 3.063
N -1.639 -2.967 4.151
H -0.125 -5.918 2.705
H -1.113 -6.492 1.404
H -1.836 -5.433 2.602
H -1.439 -4.276 0.458
H 0.207 -4.444 0.489
H -0.708 -2.148 1.321
H 0.638 -2.949 2.189
C 2.446 4.822 -1.838
C 1.177 4.061 -1.761
C 1.202 2.975 -2.962
C 2.076 1.841 -2.872
N 2.746 0.911 -2.983
H 2.456 5.408 -2.726
H 3.293 4.133 -1.925
H 2.547 5.409 -0.911
H 0.261 4.683 -1.816
H 1.154 3.555 -0.793
H 1.396 3.494 -3.878
H 0.201 2.653 -3.051
Cl -3.713 1.438 3.856
C -2.681 -0.026 3.762
C -1.350 0.316 4.305
Cl -0.176 1.088 3.200
H -2.646 -0.374 2.699
H -3.232 -0.735 4.403
H -0.802 -0.622 4.543
H -1.406 0.883 5.261
*
```

Output
- energy above the lowest of the compared OMol25 structures with the same formula, charge and spin (kcal/mol) = 21.8
- SMILES = CCCC#N.CCCC#N.CCCC#N.CCCC#N.CCCC#N.ClCCCl
- E_tot (hartree) = -2055.74984
- HOMO energy (eV) = -10.4

Here are the natural (NBO) charges for atoms 1 to 2, given in e: C -0.611; C -0.388

Record 3
Entry from the Open Molecules 2025 dataset: C4H5NO2 in the gas phase (ωB97M-V with the def2-TZVPD basis set).

ORCA input file:
```
! RIJCOSX wB97M-V def2-TZVPD def2/J DEFGRID3
* xyz 0 1
N 0.752 1.159 -2.426
C 0.227 0.713 -1.271
C -0.274 0.309 -0.245
C -0.795 -0.479 0.873
O -1.096 0.259 2.045
C 0.282 -1.517 1.198
O 0.221 -2.678 0.890
H 1.718 1.452 -2.394
H 0.162 1.774 -2.969
H -1.700 -1.013 0.565
H -0.645 1.109 1.987
H 1.149 -1.089 1.746
*
```

Output
- energy above the lowest of the compared OMol25 structures with the same formula, charge and spin (kcal/mol) = 65.0
- SMILES = NC#C[C@H](O)C=O
- E_tot (hartree) = -360.56580
- HOMO energy (eV) = -9.2

Here are the natural (NBO) charges for atoms 1 to 2, given in e: N -0.825; C 0.222

Q: E_tot of number 1 (C30H52Cl2IrN3P)?
A: -2704.57580 hartree

Q: Number 2 is which compound?
A: C22H39Cl2N5

Q: Which value of E_tot does entry 3 give?
A: -360.56580 hartree

Q: E_tot of number 2 (C22H39Cl2N5)?
A: -2055.74984 hartree